Here is a molecular structure, C24H44N2OP2PbSi from the OMol25 dataset. Energies are from the ωB97M-V functional and the def2-TZVPD basis.

Geometry (Å):
Pb 0.19986 -0.90610 -0.17659
P 2.83623 -1.32353 -1.08301
P -2.96797 -0.62858 -0.88175
N -0.76516 -0.35214 -1.82449
H 1.64851 -1.07993 0.86094
C 3.39185 -2.64353 -2.16712
H 4.48968 -2.59636 -2.13037
H 3.02209 -2.45391 -3.18574
H 3.02752 -3.61897 -1.80739
C 4.01037 -1.32214 0.28745
H 4.96632 -1.61580 -0.16487
H 3.69138 -2.04041 1.05999
H 4.08812 -0.32020 0.72978
C 3.18550 0.21287 -1.96551
H 4.17491 0.06240 -2.42324
H 3.20618 1.06012 -1.26311
H 2.41754 0.39118 -2.73629
C -3.57552 -2.00578 -1.93889
H -4.68049 -2.05600 -1.98028
H -3.14734 -2.92514 -1.51001
H -3.17154 -1.84207 -2.94785
C -4.00578 -0.92601 0.62292
H -5.05639 -1.18020 0.39356
H -3.98677 -0.03103 1.26141
H -3.57488 -1.75788 1.20027
C -3.86037 0.77800 -1.67931
H -4.95686 0.62974 -1.74176
H -3.46715 0.89117 -2.70024
H -3.64531 1.71088 -1.13745
C -0.55962 0.35669 -2.95373
C -0.27377 0.99465 -5.37528
C -0.48882 0.01305 -4.38335
C -0.31551 1.74092 -2.70867
C -0.13473 2.70824 -3.69090
C -0.10522 2.36058 -5.04277
H -0.21337 0.73848 -6.45754
H -0.56170 -1.02220 -4.72713
H -0.24080 2.03142 -1.65248
H 0.00776 3.75699 -3.39611
H 0.06325 3.11588 -5.81426
C -1.22665 -3.88170 1.00608
O -2.23287 -3.68881 0.31166
C 0.17237 -4.64375 0.47571
H 0.92415 -5.05342 1.22050
H 0.82958 -4.16908 -0.32017
H -0.33583 -5.55491 0.12633
C -0.94423 -3.38191 2.48508
H -1.83721 -3.80023 2.99469
H -0.81139 -2.29492 2.76600
H -0.07949 -3.86755 3.09233
C -2.06501 1.19809 3.57333
Si -1.21003 2.29813 2.31253
C -2.38537 2.75249 0.92082
C -0.63518 3.88093 3.15360
N 0.13961 1.38874 1.66022
C 1.43000 1.42695 2.06144
C 2.41616 2.22107 1.38392
C 3.71368 2.28674 1.85606
C 4.12350 1.49734 2.94484
C 3.20176 0.61687 3.54547
C 1.89913 0.56075 3.10618
H -2.90420 1.71983 4.05635
H -1.35343 0.91614 4.36130
H -2.44987 0.27265 3.12374
H -2.80939 3.75581 1.08354
H -1.85498 2.76196 -0.04000
H -3.22962 2.05597 0.84422
H 0.12246 3.66463 3.91800
H -0.18057 4.56766 2.42716
H -1.45567 4.42103 3.64936
H 2.08134 2.80858 0.51200
H 4.43804 2.96248 1.37865
H 5.13983 1.56214 3.32388
H 3.52172 -0.02283 4.37402
H 1.17566 -0.14322 3.54230

The calculation puts the total energy at -62326.0166 eV. The HOMO-LUMO gap (spin up / spin down) is 5.51 / 5.34 eV. The value obtained for the HOMO energy (spin up / spin down) is -6.60 / -6.50 eV. The relative energy (zero: lowest compared OMol25 entry of this formula, charge and spin) comes out at 3.391 eV.

***

Here is 6 unconnected molecules or ions with the total composition C24H44N3O6S2 from the OMol25 dataset. Energies are from the ωB97M-V functional and the def2-TZVPD basis.

Geometry (Å):
C 5.09265 1.56916 0.68215
O 4.05110 1.45174 -0.34566
C 3.45664 2.74325 -0.70974
N 1.96730 2.85019 -0.31993
C 1.32936 3.98923 -1.09144
C -0.29917 4.10287 -0.93583
C -0.89617 3.59826 0.50543
S -2.02968 2.07767 0.29460
C -3.68958 2.42764 1.17215
S -3.77823 2.95242 2.81125
N -4.94283 2.23095 0.29690
C -6.14298 3.15615 0.14725
C -7.09843 2.40211 -0.95092
N -6.45591 1.09456 -1.36561
C -5.12864 0.99607 -0.59310
H 4.77117 1.10832 1.72582
H 5.99788 0.88276 0.31503
H 5.54232 2.63880 0.82571
H 3.44942 2.78123 -1.90293
H 4.04971 3.68910 -0.36294
H 1.83108 5.02739 -0.81703
H 1.53963 3.78066 -2.24739
H -0.79172 3.57740 -1.87888
H -0.58746 5.25667 -1.04050
H -0.08511 3.26647 1.28636
H -1.50355 4.50624 0.98506
H -6.24682 4.16459 0.73285
H -8.11554 2.84753 -1.32287
H -4.39936 0.07714 -0.70137
C -7.50200 -2.40985 -1.27906
C -6.06985 -2.66632 -1.66540
O -5.17375 -1.88488 -1.35013
C -5.77642 -3.91553 -2.45231
H -7.56351 -1.47315 -0.71499
H -8.11829 -2.31866 -2.17697
H -7.86767 -3.22334 -0.64738
H -6.31600 -3.89140 -3.40244
H -6.06529 -4.79598 -1.87284
H -4.70258 -3.96952 -2.66028
C -5.37092 -7.20798 -5.71467
C -5.09017 -7.40021 -4.24827
O -5.23469 -6.48030 -3.44457
C -4.62578 -8.76113 -3.80320
H -5.69769 -6.17744 -5.88953
H -4.46211 -7.38986 -6.29378
H -6.16690 -7.88616 -6.03246
H -3.68382 -9.01220 -4.29732
H -5.38860 -9.50838 -4.03592
H -4.46222 -8.75254 -2.72039
C 1.52908 1.70630 2.74044
C 1.80983 1.51408 4.20683
O 1.66531 2.43398 5.01053
C 2.27422 0.15316 4.65190
H 1.20231 2.73684 2.56557
H 2.43789 1.52443 2.16132
H 0.73310 1.02813 2.42264
H 3.21618 -0.09791 4.15778
H 1.51140 -0.59409 4.41919
H 2.43778 0.16174 5.73471
C 4.53000 3.82279 5.03930
C 5.84663 3.11975 5.23496
O 6.58031 2.86146 4.28204
C 6.23090 2.74488 6.64125
H 4.38487 4.03153 3.97406
H 3.71311 3.18450 5.38520
H 4.53007 4.76997 5.58462
H 5.48965 2.05865 7.05851
H 6.30667 3.64407 7.25782
H 7.20487 2.24433 6.63008
C 5.09525 -0.87201 -2.02200
C 6.52739 -1.12848 -2.40835
O 7.42350 -0.34704 -2.09308
C 6.82082 -2.37769 -3.19526
H 5.03373 0.06469 -1.45794
H 4.47895 -0.78082 -2.91991
H 4.72957 -1.68551 -1.39033
H 6.28124 -2.35356 -4.14539
H 6.53196 -3.25815 -2.61579
H 7.89466 -2.43169 -3.40323

The calculation puts the total energy at -64017.6277 eV. Its total charge is -1. The HOMO-LUMO gap is 3.51 eV. The value obtained for the HOMO energy is -2.24 eV. The relative energy (zero: lowest compared OMol25 entry of this formula, charge and spin) comes out at 7.951 eV.